No. 1
Formula: C6H7NO2S
Source: the OMol25 dataset
Level of theory: ωB97M-V with the def2-TZVPD basis set

The gap between HOMO and LUMO comes out at 8.723 eV. As for the HOMO energy: -8.69 eV. The energy above the lowest of the compared OMol25 structures with the same formula, charge and spin comes out at 3.7610 eV. For the energy, the calculation gives -836.1258 Eh.

Element x y z (Å)
C  -1.037  0.117  -0.547
C  -2.189  -0.792  0.127
C  0.286  -0.188  -0.068
C  1.117  0.721  0.625
C  2.479  0.354  0.685
C  2.595  -0.761  -0.230
H  -2.430  1.569  -0.899
H  -0.733  2.066  -1.090
H  -1.212  -0.340  -1.459
H  -0.980  -1.711  1.338
H  0.687  1.381  1.315
H  3.340  0.842  1.250
H  3.673  -1.118  -0.346
N  -1.373  1.446  -0.490
O  -2.043  -2.021  0.726
O  -3.329  -0.225  -0.131
S  1.149  -1.339  -0.805

Partial charges, Löwdin, in e: atom 1 (C): -0.464, atom 2 (C): -0.378, atom 3 (C): -0.612, atom 4 (C): -0.129, atom 5 (C): -0.130, atom 6 (C): -0.441, atom 7 (H): 0.164, atom 8 (H): 0.130, atom 9 (H): 0.111, atom 10 (H): 0.292, atom 11 (H): 0.093, atom 12 (H): 0.126, atom 13 (H): 0.094, atom 14 (N): 0.029, atom 15 (O): 0.017, atom 16 (O): -0.005, atom 17 (S): 1.103

No. 2
Formula: C18H27N3O6
Source: the OMol25 dataset
Level of theory: ωB97M-V with the def2-TZVPD basis set

The gap between HOMO and LUMO comes out at 10.545 eV. As for the HOMO energy: -10.14 eV. The SMILES is O=C1CCCO1.O=C1CCCO1.O=C1CCCO1.CC#N.CC#N.CC#N. The energy above the lowest of the compared OMol25 structures with the same formula, charge and spin comes out at 1.8811 eV. For the energy, the calculation gives -1317.7675 Eh.

Element x y z (Å)
O  -14.139  1.157  15.316
C  -14.066  1.914  16.238
O  -12.868  2.295  16.681
C  -12.997  3.271  17.723
C  -14.380  3.089  18.304
C  -15.151  2.633  17.085
H  -12.962  4.237  17.149
H  -12.236  3.229  18.458
H  -14.694  4.016  18.648
H  -14.423  2.362  19.099
H  -15.464  3.517  16.597
H  -16.121  2.062  17.257
O  -3.616  1.487  18.731
C  -4.372  0.588  18.860
O  -5.309  0.566  19.849
C  -6.218  -0.527  19.714
C  -5.327  -1.555  19.003
C  -4.474  -0.699  18.134
H  -7.113  -0.249  19.117
H  -6.523  -0.737  20.774
H  -5.795  -2.347  18.479
H  -4.785  -2.076  19.784
H  -4.982  -0.465  17.222
H  -3.461  -1.083  17.907
O  -9.622  -1.951  13.538
C  -10.767  -1.721  13.274
O  -11.711  -2.674  13.226
C  -12.990  -2.116  12.885
C  -12.721  -0.752  12.323
C  -11.468  -0.346  13.017
H  -13.591  -2.158  13.797
H  -13.425  -2.746  12.116
H  -13.532  -0.069  12.608
H  -12.635  -0.905  11.222
H  -11.658  0.167  13.918
H  -10.833  0.276  12.434
C  -7.274  2.777  19.531
C  -8.687  2.446  19.295
N  -9.798  2.198  19.197
H  -6.532  2.414  18.769
H  -6.980  2.457  20.507
H  -7.166  3.869  19.552
C  -9.192  6.838  14.106
C  -10.322  6.087  13.679
N  -11.292  5.612  13.207
H  -9.300  7.828  13.699
H  -8.253  6.359  13.820
H  -9.314  6.878  15.163
C  -9.275  0.519  15.920
C  -7.907  0.915  16.256
N  -6.839  1.191  16.581
H  -9.609  -0.266  16.603
H  -9.227  0.083  14.940
H  -9.963  1.390  16.063

Partial charges, Löwdin, in e: atom 1 (O): 0.108, atom 2 (C): -0.479, atom 3 (O): 0.018, atom 4 (C): -0.152, atom 5 (C): -0.163, atom 6 (C): -0.065, atom 7 (H): 0.146, atom 8 (H): 0.087, atom 9 (H): 0.093, atom 10 (H): 0.119, atom 11 (H): 0.105, atom 12 (H): 0.148, atom 13 (O): 0.141, atom 14 (C): -0.522, atom 15 (O): -0.036, atom 16 (C): -0.152, atom 17 (C): -0.151, atom 18 (C): -0.098, atom 19 (H): 0.112, atom 20 (H): 0.142, atom 21 (H): 0.103, atom 22 (H): 0.117, atom 23 (H): 0.098, atom 24 (H): 0.146, atom 25 (O): 0.104, atom 26 (C): -0.461, atom 27 (O): 0.031, atom 28 (C): -0.161, atom 29 (C): -0.167, atom 30 (C): -0.076, atom 31 (H): 0.132, atom 32 (H): 0.122, atom 33 (H): 0.122, atom 34 (H): 0.136, atom 35 (H): 0.097, atom 36 (H): 0.116, atom 37 (C): -0.069, atom 38 (C): -0.267, atom 39 (N): 0.139, atom 40 (H): 0.068, atom 41 (H): 0.071, atom 42 (H): 0.087, atom 43 (C): -0.078, atom 44 (C): -0.297, atom 45 (N): 0.122, atom 46 (H): 0.087, atom 47 (H): 0.095, atom 48 (H): 0.073, atom 49 (C): -0.050, atom 50 (C): -0.242, atom 51 (N): 0.164, atom 52 (H): 0.094, atom 53 (H): 0.049, atom 54 (H): 0.096

No. 3
Formula: C7H17N
Source: the OMol25 dataset
Level of theory: ωB97M-V with the def2-TZVPD basis set

The gap between HOMO and LUMO comes out at 9.195 eV. As for the HOMO energy: -8.06 eV. The SMILES is CCCCCN(C)C. The energy above the lowest of the compared OMol25 structures with the same formula, charge and spin comes out at 2.5661 eV. For the energy, the calculation gives -331.5766 Eh.

Element x y z (Å)
C  0.101  -0.472  -0.674
C  -0.243  -1.685  0.266
C  -1.677  -1.835  0.782
C  -2.435  -3.174  0.647
C  1.186  0.468  -0.163
N  1.088  1.867  -0.658
C  0.268  2.694  0.206
C  2.349  2.562  -1.020
H  0.429  -0.763  -1.672
H  -0.838  0.060  -0.903
H  0.379  -1.831  1.175
H  0.019  -2.410  -0.489
H  -2.237  -0.990  0.328
H  -1.668  -1.554  1.847
H  -2.666  -3.553  -0.344
H  -1.896  -4.005  1.053
H  -3.310  -2.929  1.279
H  2.201  0.159  -0.327
H  1.117  0.565  0.984
H  0.749  3.608  0.559
H  -0.213  2.307  1.143
H  -0.644  2.891  -0.416
H  2.125  2.734  -2.093
H  3.165  1.839  -1.021
H  2.649  3.447  -0.490

Partial charges, Löwdin, in e: atom 1 (C): -0.180, atom 2 (C): -0.208, atom 3 (C): -0.274, atom 4 (C): -0.106, atom 5 (C): -0.220, atom 6 (N): -0.272, atom 7 (C): -0.135, atom 8 (C): -0.086, atom 9 (H): 0.102, atom 10 (H): 0.105, atom 11 (H): 0.114, atom 12 (H): 0.090, atom 13 (H): 0.100, atom 14 (H): 0.101, atom 15 (H): 0.065, atom 16 (H): 0.054, atom 17 (H): 0.076, atom 18 (H): 0.095, atom 19 (H): 0.126, atom 20 (H): 0.068, atom 21 (H): 0.084, atom 22 (H): 0.085, atom 23 (H): 0.087, atom 24 (H): 0.066, atom 25 (H): 0.064

No. 4
Formula: C22H78N8O17
Source: the OMol25 dataset
Level of theory: ωB97M-V with the def2-TZVPD basis set

The gap between HOMO and LUMO comes out at 9.339 eV. As for the HOMO energy: -9.33 eV. The energy above the lowest of the compared OMol25 structures with the same formula, charge and spin comes out at 0.0000 eV. For the energy, the calculation gives -2601.8672 Eh.

Element x y z (Å)
C  -2.975  2.331  -1.542
C  -2.484  3.331  -2.594
O  -3.254  3.163  -3.754
H  -2.486  2.571  -0.583
H  -2.808  1.349  -1.910
H  -4.083  2.389  -1.361
H  -1.361  3.249  -2.826
H  -2.607  4.306  -2.205
H  -2.890  2.369  -4.132
C  2.804  -1.131  -2.871
C  1.365  -0.678  -2.877
O  1.330  0.477  -3.622
H  3.486  -0.388  -2.473
H  3.107  -1.183  -3.903
H  2.984  -2.113  -2.351
H  0.833  -0.690  -1.915
H  0.854  -1.458  -3.396
H  0.559  1.021  -3.480
C  1.026  3.371  -1.464
C  1.303  4.828  -1.830
O  0.279  5.392  -2.598
H  1.029  2.645  -2.321
H  0.106  3.364  -0.903
H  1.839  2.826  -0.918
H  2.208  4.959  -2.295
H  1.481  5.362  -0.902
H  0.447  6.298  -2.774
C  1.055  -0.025  0.565
C  -0.430  0.193  -0.053
O  -0.926  -1.127  -0.035
H  1.094  -0.602  1.525
H  1.568  0.948  0.700
H  1.721  -0.599  -0.068
H  -0.484  0.689  -1.001
H  -0.891  0.997  0.475
H  -1.714  -1.264  -0.544
C  -1.873  -1.409  4.530
C  -0.935  -1.281  3.299
O  0.337  -1.824  3.549
H  -1.961  -2.451  4.825
H  -2.807  -1.025  4.192
H  -1.466  -0.877  5.325
H  -0.888  -0.230  2.895
H  -1.530  -1.814  2.492
H  0.937  -1.084  3.782
C  -4.505  -2.136  -1.127
O  -3.464  -1.183  -1.226
N  -4.345  -3.404  -1.198
N  -5.749  -1.813  -1.028
H  -3.486  -3.894  -0.941
H  -5.201  -3.901  -1.344
H  -5.958  -0.825  -0.979
H  -6.652  -2.361  -0.980
C  -1.817  0.285  -5.019
O  -1.513  0.436  -3.688
N  -2.325  -0.838  -5.538
N  -1.439  1.171  -5.932
H  -2.791  -1.575  -4.934
H  -2.262  -1.076  -6.579
H  -0.966  2.001  -5.612
H  -1.609  1.059  -6.917
C  1.488  -3.626  -0.403
O  2.293  -4.583  -0.754
N  1.464  -3.122  0.779
N  0.504  -3.191  -1.106
H  2.124  -3.503  1.507
H  0.767  -2.516  1.161
H  0.567  -3.509  -2.097
H  -0.025  -2.339  -0.813
C  0.875  1.588  4.746
O  1.479  1.784  3.546
N  0.128  2.481  5.364
N  0.991  0.528  5.501
H  0.107  3.496  5.032
H  -0.206  2.276  6.265
H  1.664  -0.198  5.312
H  0.422  0.500  6.324
C  4.793  -2.207  0.181
O  5.476  -3.264  0.779
H  4.411  -1.441  0.944
H  4.083  -2.573  -0.602
H  5.373  -1.639  -0.352
H  4.896  -3.729  1.311
C  4.255  1.122  0.354
O  5.582  1.384  0.041
H  3.888  0.334  -0.379
H  3.656  2.041  0.242
H  4.102  0.725  1.410
H  5.740  1.021  -0.805
C  -2.097  -4.247  0.752
O  -1.879  -4.570  -0.583
H  -2.266  -5.080  1.386
H  -2.924  -3.507  0.860
H  -1.234  -3.723  1.175
H  -1.004  -4.309  -0.818
C  -1.729  -3.173  -3.551
O  -3.023  -2.928  -3.856
H  -1.046  -3.173  -4.421
H  -1.671  -4.102  -2.981
H  -1.244  -2.439  -2.981
H  -3.470  -3.154  -3.052
C  -0.772  3.880  1.904
O  0.321  4.730  2.192
H  -1.745  4.238  2.175
H  -0.692  2.932  2.219
H  -0.897  3.805  0.855
H  1.024  4.360  1.674
C  3.608  -1.162  3.625
O  3.167  -1.419  4.907
H  4.611  -1.716  3.561
H  3.945  -0.160  3.555
H  2.840  -1.391  2.851
H  3.016  -2.323  4.989
C  3.147  3.790  2.310
O  2.932  4.495  1.099
H  2.448  4.103  3.038
H  4.171  3.918  2.623
H  2.943  2.798  2.059
H  3.710  4.452  0.543
C  -4.043  -0.249  1.735
O  -3.580  1.020  1.428
H  -3.405  -1.002  1.455
H  -4.857  -0.277  1.012
H  -4.508  -0.497  2.679
H  -3.516  1.117  0.475

Atomic partial charges in e from the Löwdin method, atoms 1 to 99: atom 1 (C): -0.087, atom 2 (C): -0.317, atom 3 (O): -0.069, atom 4 (H): 0.060, atom 5 (H): 0.026, atom 6 (H): 0.100, atom 7 (H): 0.110, atom 8 (H): 0.093, atom 9 (H): 0.026, atom 10 (C): -0.061, atom 11 (C): -0.359, atom 12 (O): -0.061, atom 13 (H): 0.055, atom 14 (H): 0.074, atom 15 (H): 0.077, atom 16 (H): 0.073, atom 17 (H): 0.082, atom 18 (H): 0.033, atom 19 (C): -0.058, atom 20 (C): -0.311, atom 21 (O): -0.043, atom 22 (H): 0.072, atom 23 (H): 0.046, atom 24 (H): 0.072, atom 25 (H): 0.081, atom 26 (H): 0.100, atom 27 (H): 0.069, atom 28 (C): -0.031, atom 29 (C): -0.226, atom 30 (O): -0.106, atom 31 (H): 0.049, atom 32 (H): 0.061, atom 33 (H): 0.040, atom 34 (H): 0.084, atom 35 (H): 0.078, atom 36 (H): 0.033, atom 37 (C): -0.052, atom 38 (C): -0.312, atom 39 (O): -0.098, atom 40 (H): 0.079, atom 41 (H): 0.045, atom 42 (H): 0.027, atom 43 (H): 0.126, atom 44 (H): 0.094, atom 45 (H): 0.039, atom 46 (C): -0.586, atom 47 (O): -0.100, atom 48 (N): 0.172, atom 49 (N): 0.166, atom 50 (H): 0.077, atom 51 (H): 0.130, atom 52 (H): 0.121, atom 53 (H): 0.164, atom 54 (C): -0.555, atom 55 (O): -0.098, atom 56 (N): 0.150, atom 57 (N): 0.168, atom 58 (H): 0.089, atom 59 (H): 0.150, atom 60 (H): 0.121, atom 61 (H): 0.112, atom 62 (C): -0.737, atom 63 (O): -0.045, atom 64 (N): 0.187, atom 65 (N): 0.152, atom 66 (H): 0.152, atom 67 (H): 0.057, atom 68 (H): 0.146, atom 69 (H): 0.084, atom 70 (C): -0.591, atom 71 (O): -0.082, atom 72 (N): 0.163, atom 73 (N): 0.175, atom 74 (H): 0.166, atom 75 (H): 0.083, atom 76 (H): 0.076, atom 77 (H): 0.112, atom 78 (C): -0.164, atom 79 (O): -0.056, atom 80 (H): 0.081, atom 81 (H): 0.077, atom 82 (H): 0.009, atom 83 (H): 0.029, atom 84 (C): -0.193, atom 85 (O): -0.081, atom 86 (H): 0.074, atom 87 (H): 0.049, atom 88 (H): 0.088, atom 89 (H): 0.056, atom 90 (C): -0.144, atom 91 (O): -0.121, atom 92 (H): 0.077, atom 93 (H): 0.081, atom 94 (H): 0.071, atom 95 (H): 0.020, atom 96 (C): -0.203, atom 97 (O): -0.098, atom 98 (H): 0.104, atom 99 (H): 0.085

No. 5
Formula: C5H10O2P
Source: the OMol25 dataset
Level of theory: ωB97M-V with the def2-TZVPD basis set

The gap between HOMO and LUMO (alpha / beta) comes out at 5.864 / 7.753 eV. As for the HOMO energy (alpha / beta): -2.06 / -4.00 eV. The charge is -1. The energy above the lowest of the compared OMol25 structures with the same formula, charge and spin comes out at 2.7269 eV. For the energy, the calculation gives -688.3264 Eh.

Element x y z (Å)
C  0.988  -0.953  0.535
C  0.696  0.425  1.228
C  1.051  -0.714  -1.000
C  -0.729  0.772  1.129
C  -1.316  1.894  0.310
O  -0.577  -1.328  -3.273
O  -1.217  -2.547  -1.082
P  -0.649  -1.302  -1.764
H  1.831  -1.576  0.835
H  0.122  -1.546  0.688
H  0.862  0.102  2.306
H  1.523  1.082  1.012
H  0.982  0.343  -1.393
H  1.876  -1.232  -1.460
H  -1.327  0.139  1.667
H  -2.123  1.565  -0.203
H  -0.558  2.104  -0.459
H  -1.436  2.772  0.925

Partial charges, Löwdin, in e: atom 1 (C): -0.275, atom 2 (C): -0.257, atom 3 (C): -0.301, atom 4 (C): -0.142, atom 5 (C): -0.114, atom 6 (O): -0.510, atom 7 (O): -0.505, atom 8 (P): 0.459, atom 9 (H): 0.094, atom 10 (H): 0.045, atom 11 (H): 0.105, atom 12 (H): 0.092, atom 13 (H): 0.060, atom 14 (H): 0.043, atom 15 (H): 0.061, atom 16 (H): 0.017, atom 17 (H): 0.070, atom 18 (H): 0.057

No. 6
Formula: C4H11N2O
Source: the OMol25 dataset
Level of theory: ωB97M-V with the def2-TZVPD basis set

The gap between HOMO and LUMO comes out at 6.386 eV. As for the HOMO energy: -2.07 eV. The charge is -1. The SMILES is NC[C@@H](N)CC[O-]. The energy above the lowest of the compared OMol25 structures with the same formula, charge and spin comes out at 2.7614 eV. For the energy, the calculation gives -343.6697 Eh.

Element x y z (Å)
N  0.187  2.267  -0.561
C  0.367  1.023  0.146
C  -1.077  0.493  0.350
C  -1.110  -0.850  1.247
O  -0.989  -1.925  0.450
C  1.451  0.118  -0.421
N  1.161  -1.234  -1.086
H  -0.861  2.562  -0.683
H  0.507  2.399  -1.571
H  0.713  1.387  1.044
H  -1.676  1.208  0.798
H  -1.444  0.049  -0.591
H  -0.341  -0.902  2.023
H  -2.127  -0.721  1.507
H  1.957  0.734  -1.255
H  2.270  -0.109  0.331
H  1.517  -1.773  -0.363
H  0.176  -1.362  -1.245

Partial charges, Löwdin, in e: atom 1 (N): -0.049, atom 2 (C): -0.451, atom 3 (C): -0.156, atom 4 (C): -0.495, atom 5 (O): -0.386, atom 6 (C): -0.206, atom 7 (N): -0.004, atom 8 (H): 0.088, atom 9 (H): 0.071, atom 10 (H): 0.082, atom 11 (H): 0.054, atom 12 (H): 0.105, atom 13 (H): 0.081, atom 14 (H): 0.044, atom 15 (H): 0.093, atom 16 (H): 0.110, atom 17 (H): -0.001, atom 18 (H): 0.021